A | The molecule C3H8N2O, computed with ωB97M-V with the def2-TZVPD basis set.

Results
E_LUMO = 0.80 eV
SMILES = [H]/N=N/OC(C)C

The geometry in ORCA input format:
```
! wB97M-V def2-TZVPD RIJCOSX def2/J DEFGRID3
* xyz 0 1
H -1.148 2.449 2.835
N -1.268 1.413 2.459
N -0.619 1.260 1.437
O -0.916 -0.155 0.848
C 0.097 -0.610 0.024
C -0.498 -1.074 -1.396
C 1.251 0.326 -0.352
H 0.535 -1.536 0.444
H -0.736 -0.207 -1.946
H 0.219 -1.747 -1.982
H -1.460 -1.733 -1.174
H 0.855 1.322 -0.691
H 1.941 -0.272 -0.989
H 1.745 0.565 0.482
*
```

***

B | The molecule C3H8N2O, computed with ωB97M-V with the def2-TZVPD basis set.

Results
E_LUMO = 0.92 eV
SMILES = C[C@H]1[C@@H]([O-])[N@@H+]1N

The geometry in ORCA input format:
```
! wB97M-V def2-TZVPD RIJCOSX def2/J DEFGRID3
* xyz 0 1
C -1.160 -1.494 0.034
C -0.213 -0.490 0.598
C 1.159 -0.386 0.038
O 1.594 -1.381 -0.597
N -0.012 0.904 -0.497
N 0.535 2.206 -0.315
H -1.030 -1.612 -1.039
H -0.955 -2.468 0.483
H -2.189 -1.194 0.234
H -0.335 -0.216 1.649
H 1.849 0.265 0.615
H -0.083 0.664 -1.483
H -0.203 2.903 -0.281
H 1.043 2.299 0.563
*
```

***

C | The molecule C3H8N2O, computed with ωB97M-V with the def2-TZVPD basis set.

Results
E_LUMO = 0.84 eV
SMILES = C[C@H](N)C(N)=O

The geometry in ORCA input format:
```
! wB97M-V def2-TZVPD RIJCOSX def2/J DEFGRID3
* xyz 0 1
C -0.907 -1.161 0.033
C 0.463 -0.451 0.196
N 0.910 -0.534 1.566
C 0.384 1.004 -0.296
N -0.367 1.299 -1.394
O 0.976 1.886 0.300
H -1.677 -0.530 0.474
H -1.137 -1.277 -1.025
H -0.875 -2.093 0.563
H 1.151 -0.961 -0.478
H 1.818 -0.083 1.650
H 0.304 0.066 2.121
H -0.295 2.246 -1.723
H -0.749 0.588 -1.988
*
```

***

D | A structure of composition C3H8N2O, computed with ωB97M-V with the def2-TZVPD basis set.

Results
E_LUMO (spin up / spin down) = -0.52 / -0.52 eV

The geometry in ORCA input format:
```
! wB97M-V def2-TZVPD RIJCOSX def2/J DEFGRID3
* xyz 0 1
C 0.610 -0.581 1.805
C 0.532 -0.877 0.314
O -0.550 -1.448 -0.123
H 1.483 -1.325 -0.032
H 1.505 0.008 2.026
H 0.673 -1.521 2.357
H -0.281 -0.031 2.117
N -1.524 0.723 -1.749
C 0.407 0.938 -0.616
N -0.961 1.103 -0.639
H -2.541 0.719 -1.699
H -1.174 -0.150 -2.160
H 0.894 0.746 -1.582
H 0.926 1.697 -0.019
*
```

***

We find C to be the most stable, with the next structure 0.1516 hartree higher.